The molecule C3H3NS2, computed with the ωB97M-V functional and the def2-TZVPD basis.

Last column: Löwdin charge in e.
Element x y z (Å)
C: 0.032501 1.064055 -0.667672  0.07
C: -1.408374 -1.362658 0.274847  -0.52
C: 1.765426 -0.145661 0.550787  -0.52
N: 1.031660 0.471260 -0.307713  -0.13
S: -0.671800 -2.005321 1.525426  0.55
S: 1.431451 -1.894054 0.810649  0.51
H: 0.098175 1.450831 -1.621634  0.02
H: -2.508178 -1.294926 0.547849  -0.03
H: 2.500880 0.381534 1.005468  0.03

Force components x, y, z for each atom (eV/Å):
C 0.66 0.03 1.10
C -1.84 0.12 -0.44
C -2.60 -2.69 -1.99
N -0.57 -0.03 2.14
S 1.67 0.49 0.12
S 0.24 0.31 0.23
H -0.54 0.65 -2.55
H 0.87 -0.08 -0.24
H 2.12 1.19 1.64

Summary:
frontier orbital gap = 0.2715 Ha


A cluster of 2 separate species, C6H11N3 in total, computed with the ωB97M-V functional and the def2-TZVPD basis.

Last column: Löwdin charge in e.
Element x y z (Å)
C: -0.456762 0.198647 -1.264719  -0.04
C: 0.833265 -0.088118 -0.909213  -0.40
C: 0.068561 -1.598590 1.800689  -0.14
C: 1.157985 -0.901517 1.941106  -0.02
C: 1.749889 -1.124774 -1.448721  -0.04
C: -2.209407 1.688753 -0.220140  -0.05
N: 0.231135 1.609970 0.290228  0.00
N: -0.876357 1.269964 -0.514161  -0.17
N: 1.225333 0.718026 0.100876  0.03
H: -1.077283 -0.220308 -2.028529  0.12
H: -0.306281 -2.350450 2.501634  0.04
H: -0.563432 -1.488935 0.916841  0.03
H: 1.897443 -0.877876 2.715171  0.01
H: 2.707235 -0.666771 -1.697362  0.08
H: 1.322235 -1.590897 -2.332504  0.08
H: 1.933753 -1.878085 -0.680845  0.07
H: -2.624190 2.247967 -1.064558  0.09
H: -2.864343 0.837010 -0.006167  0.09
H: -2.190503 2.347565 0.646282  0.08
H: 0.041723 1.868419 1.254089  0.14

Force components x, y, z for each atom (eV/Å):
C 0.05 0.17 0.12
C -0.26 0.18 -0.01
C -0.50 -0.34 -0.05
C -0.10 0.12 -0.30
C 0.02 0.11 0.18
C -0.28 0.08 -0.07
N -0.42 0.64 -0.27
N 0.45 -0.35 0.09
N 0.82 -0.37 0.38
H -0.15 -0.08 -0.18
H 0.18 0.13 0.10
H 0.02 0.07 -0.16
H 0.31 0.04 0.28
H -0.01 -0.07 -0.09
H 0.04 -0.07 -0.04
H -0.01 -0.05 -0.04
H -0.04 -0.01 0.12
H 0.05 0.05 0.08
H -0.04 0.00 0.00
H -0.13 -0.26 -0.14

Summary:
frontier orbital gap (alpha / beta) = 0.2946 / 0.2421 Ha


A structure of composition C43H38N4OP2Pt, computed with the ωB97M-V functional and the def2-TZVPD basis.

Last column: Löwdin charge in e.
Element x y z (Å)
Pt: -0.276546 1.085081 -1.088752  0.90
C: 5.013538 -1.360546 -1.815698  -0.04
C: 3.768701 -1.670464 -2.343571  -0.04
C: 2.733092 -0.759900 -2.240749  -0.04
C: 2.952078 0.460627 -1.641561  -0.26
C: 4.204874 0.796475 -1.130211  -0.01
C: 5.231722 -0.124373 -1.212864  -0.04
N: 1.848298 1.387084 -1.560195  -0.06
N: 2.239173 2.562894 -1.663044  0.10
C: 1.246607 3.547349 -1.518867  -0.31
C: 1.675253 4.855786 -1.539608  0.03
C: 0.737229 5.869999 -1.431959  0.00
C: -0.590602 5.515833 -1.313497  -0.01
C: -0.940497 4.174100 -1.275971  -0.13
N: -0.041832 3.187002 -1.382570  -0.05
H: 5.820016 -2.079141 -1.877816  0.12
H: 3.608592 -2.616860 -2.844558  0.11
H: 1.777333 -0.952813 -2.695828  0.08
H: 4.356492 1.759861 -0.662962  0.11
H: 6.206268 0.121636 -0.813336  0.12
H: 2.733544 5.047517 -1.650220  0.13
H: 1.039427 6.909058 -1.441435  0.13
H: -1.368142 6.263702 -1.240594  0.13
H: -1.963554 3.875778 -1.141381  0.10
O: -2.951953 2.190077 -2.027964  -0.06
N: -2.467937 0.967585 -1.532599  -0.14
C: -3.334868 0.455126 -0.748940  -0.08
C: -3.257204 -0.908838 -0.251482  -0.22
C: -4.459324 -1.413917 0.233211  -0.02
C: -4.626166 -2.772681 0.435497  -0.03
C: -3.602719 -3.635564 0.082123  -0.02
C: -2.395907 -3.131286 -0.390142  -0.05
C: -2.173931 -1.762083 -0.495366  -0.26
P: -0.492728 -1.221244 -0.999121  0.97
C: -0.397066 -2.016622 -2.622634  -0.37
C: 0.513176 -3.028002 -2.920336  -0.10
C: 0.497153 -3.629340 -4.172416  -0.05
C: -0.425901 -3.224715 -5.125533  -0.04
C: -1.346233 -2.226092 -4.827548  -0.05
C: -1.334238 -1.623986 -3.581168  -0.09
C: 0.704040 -2.032424 0.104706  -0.34
C: 1.611720 -1.216794 0.774900  -0.14
C: 2.544641 -1.742726 1.656266  -0.04
C: 2.591102 -3.110036 1.870322  -0.04
C: 1.714696 -3.944357 1.184687  -0.04
C: 0.781781 -3.416408 0.306647  -0.09
H: -2.621678 2.211207 -2.938379  0.12
H: -4.253128 1.010790 -0.579446  0.15
H: -5.281412 -0.731711 0.418797  0.13
H: -5.565023 -3.156580 0.814213  0.12
H: -3.741976 -4.706480 0.155204  0.12
H: -1.637112 -3.828153 -0.705750  0.09
H: 1.224348 -3.362351 -2.175062  0.10
H: 1.204861 -4.416900 -4.400808  0.12
H: -0.434267 -3.692718 -6.101735  0.12
H: -2.078655 -1.925572 -5.565709  0.12
H: -2.058156 -0.851830 -3.348578  0.09
H: 1.596319 -0.154574 0.603470  0.03
H: 3.233014 -1.078577 2.165293  0.11
H: 3.312589 -3.532030 2.559976  0.12
H: 1.759109 -5.016280 1.328863  0.12
H: 0.145600 -4.105507 -0.223314  0.09
C: -0.974812 3.419213 1.727258  -0.22
P: -0.587492 1.672187 1.379585  0.95
C: 0.863541 1.486974 2.475937  -0.38
C: 2.074532 1.994384 2.001130  -0.12
C: 3.200274 2.020620 2.810638  -0.07
C: 3.126792 1.538439 4.111855  -0.06
C: 1.927186 1.035656 4.593664  -0.05
C: 0.795460 1.013836 3.783979  -0.06
C: -1.924146 0.753683 2.183280  -0.39
C: -1.697588 -0.582505 2.527224  -0.12
C: -2.671629 -1.314568 3.183633  -0.05
C: -3.898080 -0.729274 3.481598  -0.06
C: -4.146300 0.585166 3.115780  -0.06
C: -3.158196 1.330829 2.476734  -0.08
H: -1.131205 3.533092 2.799645  0.07
H: -1.857039 3.772380 1.195681  0.04
H: -0.115715 4.023519 1.434718  0.05
H: 2.141983 2.377061 0.985732  0.08
H: 4.133750 2.416598 2.429124  0.11
H: 4.001332 1.563567 4.750475  0.12
H: 1.863813 0.667126 5.609558  0.12
H: -0.133961 0.630347 4.184736  0.11
H: -0.745120 -1.049043 2.290745  0.10
H: -2.476599 -2.342767 3.464318  0.12
H: -4.655130 -1.295762 4.009790  0.12
H: -5.101270 1.041872 3.344180  0.12
H: -3.361973 2.363281 2.216101  0.10

Force components x, y, z for each atom (eV/Å):
Pt 0.08 -0.07 0.21
C 0.03 0.00 0.04
C 0.08 -0.07 0.01
C -0.05 0.02 -0.26
C -0.12 -0.01 0.25
C -0.17 0.12 0.13
C -0.03 -0.08 -0.04
N -0.08 -0.43 -0.57
N -0.44 0.62 0.40
C 0.44 -0.37 -0.32
C 0.12 0.32 -0.05
C 0.22 0.03 -0.02
C -0.22 -0.14 0.00
C 0.03 0.09 0.02
N -0.01 -0.17 0.16
H 0.00 0.02 -0.01
H 0.00 0.03 0.01
H -0.09 -0.05 -0.03
H 0.02 -0.01 0.00
H -0.01 -0.01 0.01
H -0.03 0.01 0.00
H 0.00 -0.04 -0.02
H 0.00 -0.03 0.02
H -0.10 -0.06 -0.06
O 0.16 -0.06 -0.21
N 0.30 0.69 0.11
C -0.05 -0.47 0.15
C 0.02 0.32 -0.08
C -0.11 -0.02 0.07
C -0.02 -0.10 0.01
C -0.03 0.01 -0.03
C -0.02 0.12 0.10
C 0.10 -0.12 0.00
P 0.04 0.04 0.04
C 0.00 -0.03 -0.05
C -0.06 -0.12 0.00
C 0.00 0.02 0.03
C -0.01 0.00 -0.03
C -0.01 -0.02 0.00
C 0.06 -0.01 -0.03
C 0.03 0.04 0.00
C -0.04 -0.03 0.02
C 0.02 0.02 -0.02
C 0.01 -0.04 0.01
C -0.02 0.02 -0.02
C 0.06 0.02 0.06
H -0.04 0.09 0.02
H -0.07 -0.06 -0.12
H 0.03 -0.04 -0.03
H 0.04 0.01 -0.02
H 0.02 0.02 0.01
H 0.01 -0.03 0.04
H 0.03 0.07 -0.08
H -0.03 0.03 0.02
H -0.01 0.01 0.03
H 0.03 0.01 0.01
H 0.01 -0.01 -0.02
H -0.01 0.07 0.05
H -0.04 0.00 -0.01
H -0.04 0.02 -0.05
H 0.00 0.03 0.00
H -0.03 -0.01 0.00
C -0.08 0.01 -0.07
P 0.06 -0.31 0.23
C 0.00 0.14 0.01
C 0.05 -0.03 -0.06
C -0.02 -0.02 -0.05
C 0.00 -0.01 0.00
C -0.06 0.00 -0.06
C 0.03 -0.02 0.01
C 0.07 -0.04 0.15
C 0.01 -0.06 -0.01
C 0.02 -0.02 -0.05
C -0.03 0.06 0.01
C 0.07 0.02 -0.02
C -0.06 -0.03 -0.08
H 0.00 0.00 0.02
H 0.00 0.00 0.00
H -0.02 0.02 0.00
H 0.00 -0.01 0.06
H -0.04 0.00 0.02
H -0.04 -0.01 -0.03
H -0.01 0.01 -0.03
H 0.02 0.02 -0.01
H -0.04 0.02 0.06
H 0.00 0.04 0.00
H 0.01 0.01 -0.04
H 0.04 0.00 0.01
H 0.01 -0.03 0.07

Summary:
net charge = +2
frontier orbital gap = 0.2326 Ha


A structure of composition C19H9Br4F2IMnN2O6, computed with the ωB97M-V functional and the def2-TZVPD basis.

Last column: Löwdin charge in e.
Element x y z (Å)
Mn: -0.119631 0.049655 0.100733  0.78
Br: 5.856400 -0.142006 3.523901  0.76
C: 4.039216 -0.045760 3.062496  -0.74
C: 3.055436 0.131081 4.068104  -0.73
Br: 3.575503 0.283286 5.865830  0.75
C: 1.710063 0.200376 3.742469  -0.64
Br: 0.374554 0.454490 5.042133  0.80
C: 1.313228 0.094428 2.402207  -0.34
O: 0.108110 0.126639 1.973907  -0.13
C: 2.317257 -0.063346 1.368585  -0.36
O: 1.870711 -0.108480 0.177567  -0.08
C: 3.672162 -0.137877 1.732732  -0.64
Br: 4.915903 -0.369662 0.342220  0.80
O: -0.072743 -0.007465 -1.809738  -0.07
C: -0.013114 0.927966 -2.629178  -0.10
C: -0.035561 2.308870 -2.326829  -0.10
C: -0.011291 3.243545 -3.374255  0.06
C: -0.000172 4.579298 -3.097638  -0.15
C: -0.005484 5.039119 -1.762191  0.03
C: -0.022024 4.156156 -0.726623  0.03
C: -0.035990 2.750138 -0.957442  -0.29
O: -0.036212 1.948958 0.029599  -0.06
N: 0.019500 5.541815 -4.189633  -0.36
O: 0.062094 6.723757 -3.900009  0.08
O: -0.002233 5.110129 -5.329276  0.07
H: 0.065882 0.651776 -3.686393  0.15
H: -0.003984 2.900688 -4.401109  0.13
H: 0.004676 6.104410 -1.583475  0.12
H: -0.026474 4.494875 0.300128  0.13
F: -2.564837 0.793192 1.153995  -0.03
C: -2.106940 0.225895 -0.015358  -0.35
F: -2.758095 -0.988296 -0.159506  -0.08
H: -2.495459 0.851570 -0.828327  0.12
I: -1.992230 -2.451479 2.545409  1.05
C: -0.748507 -3.019035 0.963638  -0.70
C: -0.622514 -4.393153 0.786362  -0.14
C: 0.157729 -4.879514 -0.241962  -0.05
C: 0.799760 -3.973231 -1.067324  -0.04
C: 0.628395 -2.628749 -0.827181  -0.10
N: -0.134739 -2.132104 0.162889  0.00
H: -1.144905 -5.059154 1.456049  0.08
H: 0.264769 -5.945525 -0.392603  0.12
H: 1.426183 -4.301018 -1.884280  0.11
H: 1.129408 -1.897258 -1.443222  0.11

Force components x, y, z for each atom (eV/Å):
Mn -0.48 -0.31 -0.13
Br -0.06 0.00 0.03
C 0.12 -0.04 -0.55
C -0.58 0.07 0.18
Br 0.03 -0.01 -0.04
C 0.34 0.06 0.72
Br -0.01 -0.05 -0.23
C -0.24 -0.10 -0.67
O 0.02 0.04 0.94
C -0.32 0.07 -0.09
O 0.58 -0.04 -0.04
C 0.54 -0.06 0.23
Br -0.09 0.01 0.01
O 0.09 -0.37 -0.71
C -0.08 0.19 -0.04
C 0.03 0.05 0.45
C 0.01 0.07 -0.22
C -0.02 -0.25 0.17
C 0.00 0.01 -0.04
C -0.01 0.06 0.04
C -0.05 -0.12 -0.34
O 0.15 0.31 0.35
N 0.04 0.13 -0.21
O -0.02 -0.14 -0.01
O -0.01 0.05 0.15
H -0.03 -0.04 -0.01
H 0.01 0.06 -0.02
H 0.00 0.02 0.00
H 0.00 -0.01 0.00
F -0.05 -0.16 -0.19
C -0.42 -0.09 0.38
F 0.04 0.17 -0.03
H 0.28 0.06 -0.05
I 0.25 0.16 -0.04
C -0.02 0.17 -0.15
C 0.00 0.00 0.02
C 0.00 0.02 0.01
C 0.02 -0.09 -0.02
C 0.13 0.09 -0.01
N -0.21 0.01 0.15
H 0.01 0.00 0.01
H -0.01 0.00 0.00
H 0.01 0.05 0.00
H -0.01 -0.04 0.01

Summary:
multiplicity = 4
frontier orbital gap (alpha / beta) = 0.2741 / 0.2326 Ha
⟨S²⟩ = 3.812


For reference, energy by record: -967.02422; -399.27119; -2757.16711; -13234.78471 Ha.
For reference, molecular weight by record: 117.198; 125.175; 883.830; 900.743 u.
For reference, relative energy (zero: lowest compared OMol25 entry of this formula, charge and spin) by record: 503.5; 588.2; 116.8; 56.2 kJ/mol.